Below is CH4N2O2S in the gas phase in a non-equilibrium geometry, with properties calculated with the ωB97M-V functional and the def2-TZVPD basis.

Geometry (Å):
C -0.184 -0.066 0.478
N -1.039 -1.125 0.463
N -0.651 1.060 -0.101
O 2.111 1.298 0.201
O 1.646 -0.745 -0.891
S 1.891 -0.088 0.401
H -1.902 -1.175 -0.065
H -0.506 -2.001 0.454
H -1.417 1.158 -0.731
H 0.051 1.685 -0.208

Calculated values
Kohn-Sham gap (eV): 9.52
Structure (SMILES): NC(N)=S(=O)=O
LUMO energy (hartree): 0.014

---

Below is a 2-piece molecular cluster, CH4N2O3 overall in a non-equilibrium geometry, with properties calculated with the ωB97M-V functional and the def2-TZVPD basis.

Geometry (Å):
C -0.213 -0.406 -0.510
N 0.086 0.165 0.534
N 3.488 0.063 -0.086
O 2.611 0.706 0.735
O 4.660 0.311 0.057
O 3.042 -0.774 -0.782
H -0.981 -1.173 -0.414
H 1.642 0.394 0.780
H 0.135 -0.148 -1.507
H -0.339 -0.449 1.247

Calculated values
Kohn-Sham gap (eV): 11.34
Structure (SMILES): O=[N+]([O-])O.C=N
LUMO energy (hartree): 0.018

---

Below is a 2-piece molecular cluster, CH4N2O3 overall in a non-equilibrium geometry, with properties calculated with the ωB97M-V functional and the def2-TZVPD basis.

Geometry (Å):
C 0.676 -0.491 -0.365
N -2.740 -0.306 1.081
N 0.400 0.832 -0.390
O -3.059 0.640 0.373
O 1.324 -0.729 0.855
O 0.371 -1.287 -1.185
H -1.686 -0.555 0.897
H 0.313 1.314 0.458
H -0.163 1.099 -1.157
H 1.316 -1.675 1.210

Calculated values
Kohn-Sham gap (eV): 9.28
Structure (SMILES): NC(=O)O.N=O
LUMO energy (hartree): -0.024

---

Below is a 2-piece molecular cluster, CH4N2O3P overall in a non-equilibrium geometry, with properties calculated with the ωB97M-V functional and the def2-TZVPD basis.

Geometry (Å):
C -2.082 -0.157 0.398
N -2.118 -0.900 -0.657
N 0.581 -0.164 -0.836
O 1.217 1.810 1.368
O -2.650 0.177 1.349
O -0.827 1.868 -1.304
P -0.523 0.895 -0.208
H -3.028 -1.394 -0.569
H 1.111 1.129 2.066
H 0.224 -0.253 -1.706
H 0.599 -1.020 -0.309

Calculated values
Kohn-Sham gap (spin up / spin down) (eV): 8.35 / 8.35
Charge: -1
LUMO energy (spin up / spin down) (hartree): 0.135 / 0.135

---

Below is CH4N2O3S in the gas phase in a non-equilibrium geometry, with properties calculated with the ωB97M-V functional and the def2-TZVPD basis.

Geometry (Å):
C 1.061 -0.894 -0.353
N -1.935 -0.176 -0.090
N -1.016 0.570 0.470
O -2.913 -0.386 0.623
O 0.419 1.421 -1.471
O 1.397 1.546 0.695
S 0.661 0.805 -0.237
H 0.881 -1.492 0.576
H 0.338 -1.171 -1.105
H 2.106 -1.030 -0.581
H -0.999 0.807 1.472

Calculated values
Kohn-Sham gap (eV): 10.36
Structure (SMILES): CS(=O)(=O)NN=O
LUMO energy (hartree): 0.010

---

Below is CH4N2O3S in the gas phase in a non-equilibrium geometry, with properties calculated with the ωB97M-V functional and the def2-TZVPD basis.

Geometry (Å):
C -0.806 -0.436 0.293
N -1.996 0.147 0.457
N 0.032 -0.244 -0.687
O 1.671 1.610 -0.506
O 2.639 -0.862 -0.977
O 1.651 -0.294 1.254
S 1.779 -0.051 -0.176
H -0.280 -1.072 0.974
H -2.578 0.044 1.287
H -2.041 0.749 -0.435
H -0.071 0.408 -1.483

Calculated values
Kohn-Sham gap (eV): 9.38
LUMO energy (hartree): -0.008

---

Below is CH4N2O4 in the gas phase in a non-equilibrium geometry, with properties calculated with the ωB97M-V functional and the def2-TZVPD basis.

Geometry (Å):
C 1.769 0.318 0.096
N -0.432 -0.238 0.276
N -1.649 0.485 0.163
O -2.562 -0.330 0.033
O -1.681 1.653 0.070
O -0.647 -1.560 0.008
O 0.530 0.267 -0.575
H 2.096 -0.663 0.233
H 1.561 0.876 0.988
H 2.316 0.982 -0.520
H -1.300 -1.792 -0.774

Calculated values
Kohn-Sham gap (eV): 10.86
Structure (SMILES): CON(O)[N+](=O)[O-]
LUMO energy (hartree): 0.004

---

Below is CH4N2O4S in the gas phase in a non-equilibrium geometry, with properties calculated with the ωB97M-V functional and the def2-TZVPD basis.

Geometry (Å):
C 1.562 0.545 0.312
N -0.868 -0.169 -0.765
N -1.820 0.436 -0.038
O -2.942 0.550 -0.408
O -1.358 0.868 0.982
O 1.051 -1.744 -0.745
O -0.169 -1.448 1.385
S 0.414 -0.864 0.197
H 2.039 0.321 1.178
H 2.133 0.380 -0.556
H 0.888 1.389 0.217
H -0.931 -0.264 -1.759

Calculated values
Kohn-Sham gap (eV): 11.54
Structure (SMILES): CS(=O)(=O)N[N+](=O)[O-]
LUMO energy (hartree): 0.006

---

Below is CH4N2O4S3 in the gas phase in a non-equilibrium geometry, with properties calculated with the ωB97M-V functional and the def2-TZVPD basis.

Geometry (Å):
C -0.494 -0.108 -0.920
N -0.831 -2.193 1.119
N 1.868 1.152 -1.208
O -1.857 0.000 1.768
O 0.734 -0.282 1.681
O -0.224 2.280 -2.142
O -0.043 1.986 0.314
S -0.933 -1.109 -2.093
S -0.619 -0.547 1.267
S 0.206 1.514 -1.043
H -0.571 -2.680 1.962
H -1.714 -2.569 0.885
H 2.357 2.012 -1.214
H 2.122 0.544 -0.377

Calculated values
Kohn-Sham gap (eV): 7.68
Structure (SMILES): NS(=O)(=O)C(=S)S(N)(=O)=O
LUMO energy (hartree): -0.067

---

Below is CH4N2OS in the gas phase in a non-equilibrium geometry, with properties calculated with the ωB97M-V functional and the def2-TZVPD basis.

Geometry (Å):
C -0.254 0.457 -0.594
H 1.180 -0.967 -0.573
H 0.158 -0.820 -2.119
H -0.580 1.485 1.039
H -0.542 -1.156 1.926
N 0.419 -0.537 -1.153
N 0.125 0.804 0.707
O -1.089 1.097 -1.155
S 0.584 -0.364 1.921

Calculated values
Kohn-Sham gap (eV): 10.59
Structure (SMILES): NC(=O)NS
LUMO energy (hartree): 0.024

---

Below is an isolated ion of composition CH4N2P and charge +1 in a non-equilibrium geometry, with properties calculated with the ωB97M-V functional and the def2-TZVPD basis.

Geometry (Å):
C -0.165 -0.468 -0.230
N 1.228 -0.212 0.104
N -1.178 0.430 -0.274
P 2.706 0.146 -0.154
H -0.293 -1.436 -0.771
H -2.210 0.315 -0.416
H -0.927 1.305 0.053
H 3.389 -0.491 0.997

Calculated values
Kohn-Sham gap (eV): 8.67
Charge: +1
Structure (SMILES): [H]/P=N/C=[NH2+]
LUMO energy (hartree): -0.211

---

Below is CH4N2P2 as an isolated structure in a non-equilibrium geometry, with properties calculated with the ωB97M-V functional and the def2-TZVPD basis.

Geometry (Å):
C -0.066 1.226 0.318
N -0.191 2.229 -0.329
N -1.531 -0.456 -1.262
P -0.159 -0.019 1.390
P -1.533 -1.169 0.124
H 0.282 2.542 -1.158
H -2.118 -0.884 -1.964
H 2.978 -1.668 1.226
H 2.338 -1.801 1.655

Calculated values
Kohn-Sham gap (eV): 8.21
LUMO energy (hartree): -0.017

---

Below is a 2-piece molecular cluster, CH4N2S overall in a non-equilibrium geometry, with properties calculated with the ωB97M-V functional and the def2-TZVPD basis.

Geometry (Å):
C -1.524 -0.667 -0.042
N 1.168 0.622 0.035
N -0.877 -1.644 -0.358
S -2.402 0.536 0.428
H 1.358 1.154 0.834
H 1.930 0.684 -0.757
H 0.284 1.030 -0.193
H 0.063 -1.716 0.052

Calculated values
Kohn-Sham gap (eV): 10.18
Structure (SMILES): N=C=S.N
LUMO energy (hartree): 0.022

---

Below is CH4N2S in the gas phase in a non-equilibrium geometry, with properties calculated with the ωB97M-V functional and the def2-TZVPD basis.

Geometry (Å):
C 0.460 0.859 0.718
N -0.792 -0.980 -0.651
N 0.439 -0.709 -0.121
S 1.645 1.927 0.485
H -0.254 1.013 1.524
H -1.244 -0.317 -1.239
H -1.314 -1.196 0.174
H 1.062 -0.597 -0.889

Calculated values
Kohn-Sham gap (eV): 8.08
Structure (SMILES): NNC=S
LUMO energy (hartree): -0.012

---

Below is a 2-piece molecular cluster, CH4N2S overall in a non-equilibrium geometry, with properties calculated with the ωB97M-V functional and the def2-TZVPD basis.

Geometry (Å):
C -0.965 0.025 -0.144
N -2.074 -0.586 -0.119
N 1.195 0.760 0.584
S 1.942 -0.462 -0.219
H -0.381 -0.219 -1.059
H 0.968 0.722 1.527
H -2.616 -0.599 0.798
H 1.930 0.358 -1.368

Calculated values
Kohn-Sham gap (spin up / spin down) (eV): 8.09 / 8.28
LUMO energy (spin up / spin down) (hartree): -0.011 / -0.009

---

Below is CH4N2S2 as an isolated structure in a non-equilibrium geometry, with properties calculated with the ωB97M-V functional and the def2-TZVPD basis.

Geometry (Å):
C 0.684 -0.139 -0.390
H -0.300 1.841 1.021
H 1.813 1.714 0.014
H -0.215 -1.904 -0.191
H -2.768 -0.504 0.763
N 0.768 1.141 -0.488
N -0.321 -0.920 -0.094
S 2.367 -0.788 -0.245
S -2.029 -0.440 -0.390

Calculated values
Kohn-Sham gap (eV): 6.07
LUMO energy (hartree): -0.080

---

Below is a 2-piece molecular cluster, CH4N3 overall in a non-equilibrium geometry, with properties calculated with the ωB97M-V functional and the def2-TZVPD basis.

Geometry (Å):
C 0.169 -0.082 -0.186
N 1.285 -0.707 0.121
N 1.215 0.639 -0.368
N -1.172 -0.213 -0.244
H 1.489 -1.500 -0.480
H 1.465 1.847 1.073
H -1.680 -0.987 -0.042
H -1.602 0.662 -0.492

Calculated values
Kohn-Sham gap (spin up / spin down) (eV): 10.16 / 8.06
Charge: +1
LUMO energy (spin up / spin down) (hartree): -0.220 / -0.278

---

Below is an isolated ion of composition CH4N3O and charge +1 in a non-equilibrium geometry, with properties calculated with the ωB97M-V functional and the def2-TZVPD basis.

Geometry (Å):
C 0.026 0.199 0.250
N -0.635 1.050 -1.694
N -0.156 1.453 -0.464
N 0.110 -0.903 -0.385
O -0.677 1.878 -2.531
H 0.360 0.234 1.268
H -0.022 2.428 -0.030
H 0.524 -1.740 0.070
H -0.063 -1.095 -1.388

Calculated values
Kohn-Sham gap (eV): 9.46
Charge: +1
Structure (SMILES): [NH2+]=CNN=O
LUMO energy (hartree): -0.212

---

Below is CH4N3P as an isolated structure in a non-equilibrium geometry, with properties calculated with the ωB97M-V functional and the def2-TZVPD basis.

Geometry (Å):
C 0.781 0.896 -0.082
N 1.261 -0.491 -0.399
N 0.490 -1.416 -0.286
N -0.799 -1.067 0.045
P -1.078 0.636 0.048
H 1.182 1.269 0.788
H 0.990 1.428 -1.011
H -1.674 -1.884 -0.506
H -1.152 0.629 1.403

Calculated values
Kohn-Sham gap (eV): 9.51
LUMO energy (hartree): 0.023

---

Below is CH4N3S2 as an isolated structure in a non-equilibrium geometry, with properties calculated with the ωB97M-V functional and the def2-TZVPD basis.

Geometry (Å):
C 1.737 -0.383 0.230
N -3.079 0.473 0.121
N 2.773 -0.384 -0.306
N 0.664 -0.264 0.827
S -3.117 -1.130 -0.272
S -1.725 1.345 0.286
H -3.966 1.098 -0.068
H 3.696 -0.322 -0.722
H -0.293 0.270 0.495
H 0.597 -0.783 1.702

Calculated values
Kohn-Sham gap (spin up / spin down) (eV): 7.57 / 7.61
Charge: +1
LUMO energy (spin up / spin down) (hartree): -0.216 / -0.209

---

Going through the records in order, we get energy relative to the best compared isomer or geometry (same formula, charge and spin) values of 1.0660, 2.9133, 0.1341, 4.3482, 3.3607, 2.2993, 4.9969, 3.7228, 0.0960, 0.1642, 0.6619, 1.8314, 0.9086, 3.3374, 5.2178, 6.5488, 6.4529, 3.6222, 3.2285, 1.7641 eV.